No. 1
# C47H80N11O3P

A cluster of 7 separate species, C47H80N11O3P in total (ωB97M-V/def2-TZVPD, the Open Molecules 2025 dataset).

The multiplicity is 1. For the LUMO energy, the calculation gives -0.55 eV. For the HOMO-LUMO gap, the calculation gives 7.13 eV. The structure (SMILES) is [H]/N=C(\N)NCCCCc1c(COC)c(P(C)O)c2nccnc2c1OC[C@H](C)CC(C)C.CCCC#N.CCCC#N.CCCC#N.CCCC#N.CCCC#N.CCCC#N.

XYZ file:
```
142
Properties=species:S:1:pos:R:3:mulliken_charge:R:1
H -5.3211 5.6602 -0.2731 0.2001
N -4.3776 5.4467 -0.6380 -0.6463
C -3.6220 5.2967 0.4103 0.4728
N -4.2310 5.4327 1.7135 -0.6807
N -2.2494 4.9599 0.1687 -0.1020
C -1.3082 5.4097 1.2224 -0.4745
C -0.3504 4.2429 1.7552 -0.6221
C -0.9635 3.4215 2.9511 -0.2139
C -0.8319 1.8487 2.8845 -0.8645
C -0.8963 1.2203 1.4620 1.0309
C 0.2807 0.4198 0.9100 0.3801
C 1.5803 0.1591 1.7689 -1.3572
O 1.2815 -0.4478 3.0402 -0.4270
C 1.0336 -1.8671 2.8924 -0.3392
C 0.1286 -0.0879 -0.4579 0.3929
P 1.5760 -1.0527 -1.2225 0.4551
C 0.9128 -2.6895 -1.8476 -0.6855
O 2.1779 -0.1113 -2.5248 -0.5863
C -1.1262 0.1470 -1.2869 -0.1039
N -1.1130 -0.3530 -2.5839 -0.4526
C -2.2695 -0.0835 -3.2498 -0.4858
C -3.4078 0.6657 -2.6519 -0.4884
N -3.4466 1.2037 -1.4028 -0.5433
C -2.2628 0.9082 -0.7339 0.9164
C -2.1221 1.4326 0.6800 -0.6379
O -3.1501 2.1526 1.3261 0.0186
C -4.1768 1.1333 1.6271 -0.8316
C -4.9933 1.5122 2.9352 1.0990
C -4.4236 0.7780 4.2518 -1.4464
C -6.5562 1.4518 2.7798 -1.4770
C -7.1931 0.1058 2.2785 0.6132
C -7.2079 -0.0949 0.6952 -1.2819
C -6.6236 -1.2217 2.9152 -1.2578
H -3.6574 5.0110 2.4485 0.3015
H -5.1685 5.0272 1.7181 0.3029
H -2.1217 3.9847 -0.0991 0.1459
H -0.6128 6.1590 0.7317 -0.1240
H -1.7774 5.9325 2.0969 0.4950
H 0.5675 4.7887 2.1313 0.4049
H -0.0146 3.6558 0.8608 0.3069
H -0.4223 3.7553 3.8902 0.6345
H -2.0390 3.7385 3.1200 -0.1237
H -1.7190 1.4269 3.4565 -0.1813
H 0.0687 1.5497 3.4861 0.5591
H 2.1210 1.1272 1.9722 0.3061
H 2.3071 -0.5208 1.2502 0.5135
H 1.8588 -2.4299 3.4218 0.1372
H 0.0499 -2.0583 3.4181 0.2882
H 0.9387 -2.1579 1.8125 0.1429
H 1.7370 -3.2201 -2.3853 0.1056
H 0.0372 -2.6166 -2.5481 0.2936
H 0.6083 -3.2801 -0.9355 0.2909
H 1.7169 -0.3689 -3.3486 0.3434
H -2.3761 -0.4551 -4.3039 0.3928
H -4.3237 0.8070 -3.2908 0.4043
H -3.6008 0.1816 1.8427 0.2944
H -4.8071 1.0589 0.7048 0.2001
H -4.7370 2.6072 3.1117 -0.0474
H -3.9080 -0.1649 3.9143 0.2430
H -3.7794 1.4465 4.8758 0.3055
H -5.3397 0.5159 4.8618 0.4634
H -6.8764 2.3145 2.1290 0.2168
H -7.0011 1.6680 3.8020 0.4929
H -8.2882 0.1417 2.5763 0.4325
H -7.0955 0.9203 0.2063 0.2950
H -6.3626 -0.7714 0.3624 0.2459
H -8.1752 -0.5827 0.4040 0.3881
H -5.7508 -1.6697 2.3670 0.2282
H -6.4043 -1.1423 4.0218 0.2587
H -7.4552 -1.9928 2.8481 0.3896
C 0.7842 9.9480 -0.5385 -1.0793
C 2.0524 9.4558 -1.2253 -0.5030
C 2.0262 7.9608 -1.5473 0.1202
C 2.0059 7.1270 -0.3459 0.1538
N 1.9690 6.4686 0.5948 -0.4487
H 0.6516 9.4776 0.4393 0.3425
H 0.8378 11.0279 -0.3832 0.3300
H -0.0970 9.7375 -1.1432 0.2747
H 2.9158 9.6913 -0.5959 0.3724
H 2.1792 10.0079 -2.1605 0.3178
H 2.9140 7.7102 -2.1350 0.3448
H 1.1593 7.7288 -2.1691 -0.2034
C -2.4815 5.8728 -4.0120 -1.0980
C -2.3833 6.7993 -5.2201 -0.4489
C -1.0093 7.4600 -5.3617 -0.4618
C -0.7214 8.3807 -4.2614 0.2853
N -0.4913 9.0991 -3.3945 -0.4748
H -2.3614 6.4205 -3.0749 0.3078
H -3.4587 5.3881 -3.9875 0.3405
H -1.7179 5.0917 -4.0540 0.2992
H -3.1637 7.5624 -5.1541 0.3112
H -2.5831 6.2167 -6.1239 0.3195
H -0.9761 8.0150 -6.3033 0.2999
H -0.2303 6.6953 -5.4183 0.2907
C 6.6916 -4.5797 -2.8172 -1.1947
C 5.9554 -3.4223 -3.4817 -0.3393
C 5.4094 -2.4003 -2.4819 -0.4639
C 4.3598 -2.9595 -1.6304 0.2698
N 3.5334 -3.3984 -0.9640 -0.4334
H 6.0243 -5.1695 -2.1856 0.3334
H 7.1049 -5.2468 -3.5765 0.3925
H 7.5173 -4.2176 -2.2000 0.2848
H 5.1428 -3.8179 -4.0978 0.2294
H 6.6477 -2.9112 -4.1569 0.3315
H 4.9981 -1.5496 -3.0329 0.2054
H 6.2210 -2.0120 -1.8612 0.3931
C 3.4301 -6.6618 4.8610 -1.0857
C 2.3295 -6.8379 3.8217 -0.4924
C 1.7416 -5.5104 3.3396 -0.3238
C 1.0302 -4.7996 4.4044 0.2731
N 0.4762 -4.2443 5.2439 -0.4978
H 3.0478 -6.2003 5.7742 0.4228
H 3.8513 -7.6323 5.1312 0.2776
H 4.2396 -6.0378 4.4731 0.1963
H 1.5406 -7.4721 4.2354 0.3209
H 2.7449 -7.3678 2.9599 0.3189
H 1.0450 -5.7070 2.5202 0.3159
H 2.5335 -4.8746 2.9346 0.3316
C 6.5545 -8.7656 3.3032 -0.7940
C 7.8281 -7.9502 3.4912 -0.4764
C 7.7039 -6.5144 2.9771 -0.2524
C 7.5311 -6.4575 1.5242 0.2345
N 7.3911 -6.4121 0.3849 -0.3950
H 6.3114 -8.8891 2.2454 0.3450
H 6.6783 -9.7613 3.7336 0.3479
H 5.7060 -8.2869 3.7976 -0.0292
H 8.6587 -8.4584 2.9938 0.3179
H 8.0673 -7.9180 4.5577 0.3076
H 8.6078 -5.9616 3.2464 0.2809
H 6.8677 -6.0111 3.4693 0.1189
C -1.3005 -4.5045 -6.1710 -1.1304
C -0.9355 -5.9163 -5.7278 -0.4459
C -0.1736 -5.9511 -4.4015 -0.3952
C 1.1459 -5.3254 -4.5013 0.2959
N 2.1799 -4.8300 -4.5783 -0.4756
H -0.4093 -3.9043 -6.3680 0.3380
H -1.8873 -4.5390 -7.0910 0.3533
H -1.8964 -3.9959 -5.4089 0.2752
H -0.3487 -6.4009 -6.5129 0.3054
H -1.8562 -6.4953 -5.6152 0.3152
H -0.0471 -6.9920 -4.0918 0.3213
H -0.7585 -5.4581 -3.6206 0.2590
```

No. 2
# C35H52AuP4S

A structure of composition C35H52AuP4S (ωB97M-V/def2-TZVPD, the Open Molecules 2025 dataset).

The multiplicity is 3. For the LUMO energy (spin up / spin down), the calculation gives -7.79 / -11.84 eV. Its total charge is +3. The expectation value of S² is 2.0207. For the HOMO-LUMO gap (spin up / spin down), the calculation gives 6.78 / 2.73 eV.

XYZ file:
```
93
Properties=species:S:1:pos:R:3:mulliken_charge:R:1
Au 0.3779 0.9758 -0.6667 0.8419
P 2.2940 1.9511 0.6771 0.5458
P -1.4321 2.4614 -0.1543 0.5835
P 1.0280 1.8531 -2.7596 1.0721
H -0.7784 -1.5141 -0.3753 0.0734
C 0.0526 -1.2616 -1.0444 -0.1106
C 1.3697 -1.1091 -0.5391 -0.5965
H 1.5941 -1.2857 0.5167 -0.0571
C 2.5455 1.2896 2.3557 -0.6587
C 2.3409 3.7578 0.9372 -1.2487
C 3.8950 1.6001 -0.1170 -1.2453
C -2.9746 1.7579 -0.8196 -1.1486
C -1.7887 2.7713 1.6005 -0.7833
C -1.3306 4.1494 -0.8430 -1.2856
C 2.2534 0.6850 -3.4111 -1.2479
C 1.8049 3.4859 -2.8928 -1.2634
C -0.4981 1.9490 -3.7410 -1.2872
H -0.0833 -1.4703 -2.1030 0.1419
H 2.2152 -1.1424 -1.2296 0.5679
H 2.6707 0.1977 2.3005 0.2425
H 1.6643 1.5181 2.9734 -0.2970
H 3.4479 1.7514 2.7939 0.6604
H 1.4561 4.0767 1.5034 0.3303
H 2.3656 4.2900 -0.0227 0.3495
H 3.2412 4.0082 1.5186 0.5153
H 4.0095 0.5189 -0.2481 0.3668
H 4.7009 1.9572 0.5371 0.5294
H 3.9878 2.0843 -1.0959 0.3284
H -3.7963 2.4665 -0.6334 0.4897
H -3.1884 0.8081 -0.3098 0.2056
H -2.8716 1.5820 -1.8992 0.3426
H -2.6916 3.4006 1.6662 0.6224
H -0.9375 3.2971 2.0639 0.2357
H -1.9621 1.8188 2.1247 -0.0817
H -2.2130 4.7035 -0.4868 0.5408
H -1.3357 4.1553 -1.9411 0.3688
H -0.4256 4.6509 -0.4685 0.2853
H 2.5100 0.9375 -4.4496 0.5100
H 1.8613 -0.3405 -3.3840 0.2266
H 3.1636 0.7110 -2.7948 0.2834
H 1.9496 3.7035 -3.9625 0.5323
H 2.7821 3.5129 -2.3909 0.3298
H 1.1519 4.2563 -2.4613 0.2861
H -0.2586 2.1032 -4.7997 0.4978
H -1.1026 2.7918 -3.3833 0.3510
H -1.1009 1.0347 -3.6405 0.2667
C -0.1072 -2.0709 -6.4738 0.4222
C -1.2404 -2.0812 -7.3147 -0.3825
C -1.5076 -3.2056 -8.0891 -0.5367
C -0.6389 -4.3034 -8.0586 -0.4163
C 0.5363 -4.2548 -7.2885 -0.4969
C 0.8108 -3.1327 -6.5089 -0.3591
S 0.1176 -0.7688 -5.3333 -0.1682
H -0.2429 -1.3877 -4.1488 -0.0448
H -1.9066 -1.2175 -7.3027 0.3664
H -2.4161 -3.2440 -8.7012 0.3634
H -0.8791 -5.2141 -8.6116 0.3848
H 1.2205 -5.1041 -7.2750 0.3722
H 1.7041 -3.0549 -5.8837 0.3525
C -2.1154 1.3578 6.5013 -0.6948
C -1.2044 2.0591 5.6997 -0.8595
C -0.6762 1.4696 4.5541 0.4343
C -1.0606 0.1575 4.1960 -0.0041
C -1.9255 -0.5634 5.0358 -0.4673
C -2.4612 0.0418 6.1723 -0.8045
P -0.3535 -0.6308 2.7018 2.3608
C 0.9068 -1.7331 3.4630 0.7550
C 1.5338 -2.7377 2.6927 -0.5115
C 2.6273 -3.4375 3.2038 -0.9011
C 3.1114 -3.1569 4.4904 -0.6226
C 2.4983 -2.1605 5.2562 -0.7393
C 1.4135 -1.4486 4.7495 -0.5800
C -1.7520 -1.7227 2.2464 -0.0557
C -1.6375 -3.1142 2.0973 -0.2862
C -2.6875 -3.8413 1.5308 -0.7722
C -3.8709 -3.1928 1.1438 -0.6140
C -4.0234 -1.8179 1.3764 -0.6963
C -2.9865 -1.0859 1.9535 -0.5513
H -2.5466 1.8414 7.3782 0.4344
H -0.8964 3.0715 5.9640 0.4708
H 0.0300 2.0242 3.9301 0.0044
H -2.1794 -1.6004 4.8003 0.5258
H -3.1531 -0.5178 6.8037 0.4589
H 1.1656 -2.9681 1.6872 0.3550
H 3.1071 -4.2042 2.5911 0.4454
H 3.9599 -3.7161 4.8897 0.4395
H 2.8724 -1.9274 6.2574 0.4603
H 0.9575 -0.6561 5.3489 0.3411
H -0.7283 -3.6287 2.4212 0.6396
H -2.5784 -4.9182 1.3934 0.4713
H -4.6774 -3.7631 0.6802 0.4391
H -4.9577 -1.3165 1.1032 0.4819
H -3.1258 -0.0232 2.1762 0.5731
```

No. 3
# C4H12

A cluster of 2 separate species, C4H12 in total (ωB97M-V/def2-TZVPD, the Open Molecules 2025 dataset).

For the energy above the lowest of the compared OMol25 structures with the same formula, charge and spin, the calculation gives 41.32 kJ/mol. The multiplicity is 2. For the LUMO energy (spin up / spin down), the calculation gives -2.90 / -11.64 eV. Its total charge is +1. The expectation value of S² is 0.7533. For the HOMO-LUMO gap (spin up / spin down), the calculation gives 13.64 / 3.57 eV.

XYZ file:
```
16
Properties=species:S:1:pos:R:3:mulliken_charge:R:1
C -0.6908 -0.5434 1.5409 -0.6074
C -1.6848 -1.3336 2.3416 -0.8371
H -0.9640 0.5160 1.5564 0.3878
H 0.3473 -0.5867 1.8999 0.4178
H -0.6338 -0.9699 0.5097 0.2699
H -1.5334 -1.0340 3.4139 0.3315
H -1.5074 -2.3988 2.2448 0.3444
H -2.7393 -1.0809 2.1713 0.3551
C 0.5716 0.8509 -1.4994 -0.5488
C 1.7905 0.9779 -2.3873 -0.9342
H -0.0712 1.7523 -1.5853 0.3330
H -0.0516 0.0139 -1.8454 0.3444
H 0.8973 0.7660 -0.4532 0.1796
H 1.4614 1.3384 -3.3818 0.3082
H 2.3127 0.0266 -2.5395 0.3313
H 2.4954 1.7053 -1.9867 0.3245
```

No. 4
# C2H9NS

A cluster of 2 separate species, C2H9NS in total (ωB97M-V/def2-TZVPD, the Open Molecules 2025 dataset).

For the energy above the lowest of the compared OMol25 structures with the same formula, charge and spin, the calculation gives 116.25 kJ/mol. The multiplicity is 1. For the LUMO energy, the calculation gives 0.85 eV. For the HOMO-LUMO gap, the calculation gives 9.53 eV. The structure (SMILES) is CNC.S.

XYZ file:
```
13
Properties=species:S:1:pos:R:3:mulliken_charge:R:1
C -1.7793 -0.3807 -0.3264 -0.7756
N -0.4062 -0.8776 -0.3975 -0.3406
C 0.3910 -1.2192 -1.5816 -0.9162
H -2.3156 -0.8252 0.4998 0.3002
H -1.7736 0.7114 -0.1924 0.2399
H -2.1745 -0.4085 -1.3533 0.2927
H -0.2444 -1.5085 0.3688 0.2817
H -0.2240 -1.8616 -2.2163 0.3683
H 1.1748 -1.9009 -1.2385 0.3019
H 0.9176 -0.3317 -1.9254 0.2982
S 0.9647 1.3793 1.2204 -0.3828
H 1.6443 0.5264 2.0054 0.1123
H 0.4385 0.3691 0.3518 0.2199
```